{"formula": "C30H50N7O3PPt", "method": "the ωB97M-V functional and the def2-TZVPD basis", "elements": ["Pt", "N", "C", "C", "C", "C", "N", "H", "H", "H", "H", "H", "H", "H", "H", "H", "H", "H", "H", "O", "N", "C", "C", "N", "C", "N", "C", "N", "C", "C", "C", "O", "N", "C", "O", "H", "H", "H", "H", "H", "C", "C", "C", "C", "C", "C", "P", "C", "C", "C", "C", "C", "C", "C", "C", "C", "C", "C", "C", "H", "H", "H", "H", "H", "H", "H", "H", "H", "H", "H", "H", "H", "H", "H", "H", "H", "H", "H", "H", "H", "H", "H", "H", "H", "H", "H", "H", "H", "H", "H", "H", "H"], "xyz": [[0.7734, -0.3825, 0.4906], [0.5837, 1.1594, 2.2800], [-0.7137, 1.8115, 2.5570], [-0.9771, 2.9422, 1.5775], [-2.3612, 3.5590, 1.7834], [-3.4919, 2.7275, 1.1832], [-3.4088, 2.7404, -0.2767], [0.8329, 0.5267, 3.0339], [1.3151, 1.8579, 2.2204], [-0.7334, 2.2003, 3.5811], [-1.4811, 1.0450, 2.4728], [-0.8995, 2.5667, 0.5562], [-0.2027, 3.7085, 1.7003], [-2.3890, 4.5548, 1.3306], [-2.5479, 3.7054, 2.8520], [-4.4503, 3.0998, 1.5667], [-3.4089, 1.6873, 1.5090], [-3.5588, 3.6784, -0.6300], [-4.1229, 2.1514, -0.6896], [-1.3702, -0.7702, 1.1800], [-2.3832, -0.8117, 0.4048], [-2.3004, -0.2407, -0.7761], [-1.1366, 0.4832, -1.1814], [-0.1879, 1.0982, -1.4329], [-3.4540, -0.2415, -1.6156], [-4.3936, -0.1940, -2.2770], [1.0737, -4.8149, 2.7262], [0.6709, -4.3190, 1.4192], [0.1388, -5.1710, 0.4767], [-0.2556, -4.7453, -0.7285], [-0.1275, -3.3280, -1.0757], [-0.4902, -2.8627, -2.1453], [0.4485, -2.5424, -0.1002], [0.8108, -2.9942, 1.0988], [1.2947, -2.1744, 1.9329], [0.2964, -5.4643, 3.1266], [1.2087, -3.9655, 3.3873], [2.0107, -5.3701, 2.6606], [0.0565, -6.2031, 0.7908], [-0.6856, -5.4191, -1.4532], [3.6554, -2.9273, -3.7943], [2.7532, -1.7269, -4.1231], [2.2606, -1.0120, -2.8555], [3.3325, -1.0704, -1.7609], [3.5702, -2.5312, -1.3162], [3.2646, -3.5234, -2.4471], [2.9038, 0.0159, -0.3445], [3.0869, 1.7156, -1.0412], [4.4151, 2.0919, -1.7469], [5.3832, 3.0524, -1.0256], [4.7135, 3.9821, -0.0054], [3.2288, 4.1487, -0.3039], [2.5492, 2.8026, -0.0848], [4.1758, -0.4007, 0.9114], [5.6373, -0.1770, 0.5253], [6.5445, -1.0152, 1.4417], [5.9588, -1.1471, 2.8581], [5.1399, 0.0898, 3.2107], [3.9006, 0.1967, 2.3052], [4.7043, -2.6136, -3.7518], [3.5911, -3.6759, -4.5853], [1.8815, -2.0640, -4.6875], [3.2931, -1.0258, -4.7651], [1.3495, -1.4849, -2.4876], [1.9902, 0.0171, -3.0967], [4.2657, -0.6855, -2.1838], [2.9478, -2.7717, -0.4514], [4.6116, -2.6441, -1.0003], [2.1968, -3.7561, -2.4591], [3.7918, -4.4615, -2.2622], [2.3392, 1.6415, -1.8364], [4.1292, 2.5629, -2.6892], [4.9633, 1.1966, -2.0381], [5.8600, 3.6608, -1.7970], [6.1938, 2.5006, -0.5488], [5.2293, 4.9431, 0.0194], [4.8035, 3.5580, 1.0016], [3.0770, 4.4980, -1.3303], [2.7828, 4.8970, 0.3546], [1.4665, 2.8676, -0.2018], [2.7439, 2.5302, 0.9554], [4.0191, -1.4819, 1.0020], [5.8696, 0.8846, 0.6361], [5.8275, -0.4316, -0.5191], [7.5343, -0.5552, 1.4879], [6.6825, -2.0085, 1.0077], [6.7587, -1.3027, 3.5834], [5.3125, -2.0279, 2.9188], [5.7691, 0.9771, 3.0897], [4.8320, 0.0713, 4.2574], [3.6099, 1.2460, 2.2316], [3.0623, -0.3470, 2.7470]], "forces_ev_per_a": [[-0.1, 0.0, 0.0], [0.0, 0.0, 0.0], [0.0, 0.0, 0.0], [0.0, 0.0, 0.0], [0.0, 0.0, 0.0], [0.0, 0.0, 0.0], [0.0, 0.0, 0.0], [0.0, 0.0, 0.0], [0.0, 0.0, 0.0], [0.0, 0.0, 0.0], [0.0, 0.0, 0.0], [0.0, 0.0, 0.0], [0.0, 0.0, 0.0], [0.0, 0.0, 0.0], [0.0, 0.0, 0.0], [0.0, 0.0, 0.0], [0.0, 0.0, 0.0], [0.0, 0.0, 0.0], [0.0, 0.0, 0.0], [0.0, -0.1, -0.1], [0.0, 0.0, 0.0], [0.1, 0.0, 0.0], [0.0, 0.1, 0.0], [0.0, -0.1, 0.0], [0.0, 0.0, 0.0], [0.0, 0.0, 0.0], [0.0, 0.0, 0.0], [0.0, 0.0, 0.0], [0.0, 0.0, 0.0], [0.0, 0.0, 0.0], [-0.1, 0.0, 0.0], [0.0, 0.0, 0.0], [0.0, 0.0, 0.0], [0.0, 0.0, 0.0], [0.0, 0.0, 0.0], [0.0, 0.0, 0.0], [0.0, 0.0, 0.0], [0.0, 0.0, 0.0], [0.0, 0.0, 0.0], [0.0, 0.0, 0.0], [0.0, 0.0, 0.0], [0.0, 0.0, 0.0], [0.0, 0.0, 0.0], [0.0, 0.0, 0.0], [0.0, 0.0, 0.0], [0.0, 0.0, 0.0], [0.0, 0.0, 0.0], [0.0, 0.0, 0.0], [0.0, 0.0, 0.0], [0.0, 0.0, 0.0], [0.0, 0.0, 0.0], [0.0, 0.0, 0.0], [0.0, 0.0, 0.0], [0.0, 0.0, 0.0], [0.0, 0.0, 0.0], [0.0, 0.0, 0.0], [0.0, 0.0, 0.0], [0.0, 0.0, 0.0], [0.0, 0.0, 0.0], [0.0, 0.0, 0.0], [0.0, 0.0, 0.0], [0.0, 0.0, 0.0], [0.0, 0.0, 0.0], [0.0, 0.0, 0.0], [0.0, 0.0, 0.0], [0.0, 0.0, 0.0], [0.0, 0.0, 0.0], [0.0, 0.0, 0.0], [0.0, 0.0, 0.0], [0.0, 0.0, 0.0], [0.0, 0.0, 0.0], [0.0, 0.0, 0.0], [0.0, 0.0, 0.0], [0.0, 0.0, 0.0], [0.0, 0.0, 0.0], [0.0, 0.0, 0.0], [0.0, 0.0, 0.0], [0.0, 0.0, 0.0], [0.0, 0.0, 0.0], [0.0, 0.0, 0.0], [0.0, 0.0, 0.0], [0.0, 0.0, 0.0], [0.0, 0.0, 0.0], [0.0, 0.0, 0.0], [0.0, 0.0, 0.0], [0.0, 0.0, 0.0], [0.0, 0.0, 0.0], [0.0, 0.0, 0.0], [0.0, 0.0, 0.0], [0.0, 0.0, 0.0], [0.0, 0.0, 0.0], [0.0, 0.0, 0.0]], "mulliken_charge": [3.330, -0.697, -1.176, 0.465, -1.226, -0.546, -0.473, 0.276, 0.175, 0.467, 0.532, -0.205, 0.381, 0.355, 0.404, 0.407, 0.271, 0.199, 0.200, -0.403, -0.388, 0.526, 0.775, -0.562, -0.482, -0.542, -1.138, 0.285, -0.210, -1.286, 0.299, -0.700, 0.106, 0.455, -0.949, 0.404, 0.326, 0.314, 0.442, 0.476, -0.844, -1.054, -0.563, 0.522, -0.682, -0.662, -2.210, 0.812, -0.908, -1.038, -0.557, -1.427, 0.703, 0.399, -0.682, -1.079, -0.719, -0.830, -0.070, 0.300, 0.483, 0.437, 0.357, -0.350, 0.470, 1.022, -0.206, 0.269, 0.094, 0.570, 0.674, 0.747, 0.125, 0.498, 0.338, 0.466, 0.135, 0.411, 0.489, -0.455, -0.302, 0.704, 0.138, 0.445, 0.465, 0.301, 0.489, 0.271, 0.282, 0.508, -0.248, 0.076], "energy_ev": -61029.0984, "lumo_energy_ev": [0.275, -0.393], "orbital_gap_ev": [7.294, 8.111], "e_above_lowest_kj_mol": 7.5, "s_squared": 2.006, "spin_multiplicity": 3}

=====

{"formula": "C30H51B2N2O32P4Zr", "method": "the ωB97M-V functional and the def2-TZVPD basis", "elements": ["Zr", "O", "C", "O", "B", "O", "C", "O", "O", "C", "O", "C", "O", "O", "O", "C", "O", "B", "O", "C", "O", "O", "C", "O", "C", "O", "O", "P", "O", "O", "O", "O", "C", "C", "N", "H", "H", "H", "C", "C", "N", "H", "H", "H", "C", "C", "O", "P", "O", "O", "C", "C", "O", "C", "C", "H", "H", "H", "H", "H", "H", "H", "H", "H", "H", "H", "H", "H", "H", "H", "C", "C", "O", "P", "O", "O", "C", "C", "O", "C", "C", "H", "H", "H", "H", "H", "H", "H", "H", "H", "H", "H", "H", "H", "H", "H", "C", "C", "O", "P", "O", "O", "C", "C", "O", "C", "C", "H", "H", "H", "H", "H", "H", "H", "H", "H", "H", "H", "H", "H", "H", "H"], "xyz": [[-0.4854, 0.0270, 1.3120], [-6.2013, 0.7966, 6.9140], [-5.5438, 0.1778, 6.1386], [-5.9751, -0.2727, 4.9201], [-4.8300, -0.8354, 4.1890], [-3.8261, -1.0322, 5.2152], [-4.1361, -0.3516, 6.3078], [-3.4488, -0.2499, 7.2872], [-4.3982, 0.0814, 3.1117], [-3.8397, -0.6824, 2.2184], [-2.9782, -0.3709, 1.4142], [-4.4465, -2.0895, 2.3836], [-5.1611, -2.1103, 3.5000], [-4.2903, -3.0118, 1.6161], [4.0005, -0.1319, -6.8042], [3.6965, -0.8136, -5.8686], [2.5473, -0.6710, -5.1764], [2.5781, -1.5929, -4.0010], [3.9153, -2.2272, -4.0205], [4.5218, -1.8791, -5.1663], [5.6417, -2.1468, -5.5047], [1.4324, -2.5156, -3.9513], [0.6926, -2.2671, -2.8824], [-0.3155, -2.8027, -2.5020], [1.3594, -1.1341, -2.1045], [2.4062, -0.7438, -2.7822], [0.9883, -0.7148, -1.0346], [-0.4132, 0.1673, 4.1469], [-1.0388, -0.7870, 3.0735], [0.4749, -0.4113, 5.2831], [-1.3030, 0.8957, 5.1557], [0.2270, 0.9308, 2.9642], [-1.8935, -4.5336, -0.1995], [-1.2957, -3.2729, 0.2358], [-0.9046, -2.2611, 0.5879], [-2.8999, -4.6545, 0.1933], [-1.2339, -5.3418, 0.1233], [-1.8240, -4.6317, -1.2830], [-2.5186, 4.6151, 1.8923], [-2.1078, 3.2342, 1.5680], [-1.8098, 2.1370, 1.4305], [-1.9236, 4.9001, 2.7593], [-3.5787, 4.7060, 2.1177], [-2.2885, 5.2406, 1.0302], [-1.5911, -0.7045, -5.4475], [-2.2267, 0.1916, -4.4206], [-1.6997, -0.2865, -3.1808], [-2.3885, -0.0424, -1.7455], [-1.5125, 0.1802, -0.5948], [-3.4783, 1.0977, -2.0239], [-4.7626, 1.1167, -1.4130], [-5.4957, 2.4488, -1.2575], [-3.2393, -1.3701, -1.5603], [-4.0169, -1.9998, -2.5514], [-5.1698, -2.8091, -1.9582], [-2.0321, -0.6315, -6.4421], [-0.5232, -0.5008, -5.5324], [-1.7258, -1.7350, -5.1161], [-1.8896, 1.2278, -4.4750], [-3.3080, 0.0571, -4.4308], [-5.3938, 0.4789, -2.0471], [-4.9540, 0.4920, -0.5362], [-5.5043, 3.0488, -2.1676], [-6.4976, 2.3105, -0.8599], [-4.9030, 3.0377, -0.5527], [-4.4553, -1.2811, -3.2512], [-3.4127, -2.6129, -3.2244], [-5.7704, -2.2072, -1.2774], [-5.7966, -3.2983, -2.7039], [-4.8026, -3.6588, -1.3790], [1.7315, 6.0968, 1.0592], [1.0049, 4.7641, 1.0356], [2.0812, 3.8659, 0.6692], [1.6631, 2.5366, -0.1989], [0.7714, 1.5653, 0.4770], [1.2366, 3.0993, -1.6165], [0.9906, 2.2006, -2.7055], [0.9549, 2.9960, -4.0184], [3.1375, 1.9158, -0.4354], [4.1660, 2.7073, -1.0502], [5.4253, 1.8773, -1.1087], [1.1067, 6.7389, 1.6856], [2.7692, 6.1201, 1.3834], [1.7602, 6.5050, 0.0472], [0.6076, 4.5093, 2.0176], [0.2724, 4.7794, 0.2274], [1.8517, 1.5365, -2.8029], [0.1259, 1.5592, -2.5369], [0.9880, 2.3849, -4.9214], [0.0947, 3.6598, -4.1236], [1.8243, 3.6427, -4.1524], [3.8410, 3.2017, -1.9718], [4.2126, 3.6021, -0.4207], [6.2338, 2.5738, -1.3301], [5.5620, 1.5559, -0.0745], [5.3364, 1.0111, -1.7593], [3.5541, 1.6263, 3.0276], [3.9066, 0.1787, 3.2437], [3.8648, -0.4821, 1.9974], [2.7259, -1.5439, 1.6291], [1.3914, -0.9368, 1.5159], [3.2687, -2.2320, 0.2645], [4.6689, -2.4513, 0.0479], [5.2192, -3.3764, 1.1103], [2.8181, -2.6897, 2.6934], [1.6883, -3.5039, 3.0385], [2.2066, -4.5044, 4.0950], [3.4069, 2.1068, 3.9947], [4.3166, 2.0738, 2.3883], [2.5889, 1.6716, 2.5232], [4.8989, 0.0915, 3.6954], [3.2509, -0.2411, 4.0137], [4.7780, -2.9297, -0.9256], [5.2634, -1.5373, 0.0100], [4.6403, -4.2965, 1.1791], [6.2497, -3.6399, 0.8607], [5.2568, -2.8930, 2.0847], [0.7919, -3.0435, 3.4563], [1.3885, -4.0765, 2.1582], [1.4509, -5.2344, 4.3788], [2.9686, -5.0631, 3.5447], [2.6649, -3.9969, 4.9402]], "forces_ev_per_a": [[-0.9, -1.1, 3.1], [-0.1, 0.2, 0.1], [-0.8, -0.5, -1.3], [0.1, 0.6, 0.4], [-1.4, 0.1, 2.0], [0.4, -0.2, -0.5], [1.6, -0.2, 1.0], [-0.8, 0.0, -0.5], [0.9, 0.0, -0.6], [0.6, 0.4, 0.0], [-0.9, -0.2, 0.0], [-0.2, -1.2, 0.0], [0.8, 0.4, -0.9], [-0.1, 0.4, 0.1], [0.2, -0.5, 0.2], [-1.5, 0.9, -0.1], [0.4, -0.9, 0.1], [0.2, 1.0, 0.0], [-0.6, -0.1, -0.9], [1.4, 0.4, 0.6], [-0.6, -0.5, 0.2], [-0.2, -0.3, -0.1], [-0.3, -0.1, 0.5], [0.3, -0.3, -0.8], [-0.1, 0.0, 0.8], [0.5, 0.0, 0.0], [0.2, 0.1, -1.0], [0.0, 0.1, 9.0], [-1.9, -2.7, -1.4], [2.0, -1.6, -3.8], [-1.9, 1.3, -3.6], [2.2, 3.5, -1.9], [1.0, -0.3, -0.2], [-0.7, -0.2, -0.1], [0.1, 0.1, 0.2], [0.0, 0.1, 0.0], [-0.2, 0.0, 0.4], [-0.4, 0.5, -0.1], [0.5, -0.6, -0.4], [-0.7, -0.1, 0.5], [0.3, 0.4, -0.3], [-0.1, 0.2, 0.0], [0.0, -0.3, 0.1], [0.0, 0.2, 0.1], [0.2, -0.2, -0.4], [0.3, -0.1, -0.3], [0.1, 0.7, 2.4], [-1.7, -1.5, -1.5], [-0.1, 0.6, -1.6], [1.2, 0.3, 0.5], [-3.1, -1.7, -0.6], [2.0, 0.4, 0.1], [0.5, 0.4, 1.0], [-1.1, -0.4, -1.4], [0.6, -0.4, 0.6], [-0.1, 0.3, 0.1], [0.0, -0.1, 0.0], [0.1, 0.0, 0.0], [-0.5, 0.1, -0.4], [0.0, 0.5, 0.0], [0.0, 0.3, -0.7], [1.5, 0.5, 0.7], [-0.2, -0.3, -0.2], [0.1, -0.2, -0.1], [-0.3, 0.2, 0.2], [0.0, 0.4, 0.3], [0.4, -0.2, 0.5], [-0.1, 0.0, -0.1], [0.0, 0.5, -0.4], [0.2, 0.2, 0.2], [-1.2, 0.9, -0.2], [1.8, 0.6, -0.2], [-1.6, -2.5, -1.4], [3.1, 0.1, 0.9], [0.7, 1.6, -1.2], [-0.7, 0.4, 1.0], [0.9, -0.4, -1.7], [-0.3, 0.5, -0.1], [-2.0, -0.2, -0.1], [-0.6, 1.2, 0.3], [-0.5, 0.8, 0.9], [0.4, 0.5, -0.1], [-0.2, -0.6, 0.5], [-0.1, 0.1, 0.0], [-0.1, -0.3, -0.2], [-0.3, -0.1, 0.3], [0.0, -0.1, 0.3], [-0.2, 0.3, 0.1], [-0.2, -0.5, 0.3], [-0.2, -0.1, 0.2], [0.2, -0.1, 0.5], [-0.1, -0.9, -0.5], [0.9, -0.2, 0.3], [0.2, -0.4, -0.4], [0.3, -0.3, -0.1], [0.1, 0.2, -0.2], [-0.3, -0.2, -0.2], [-0.2, 0.9, 1.9], [-0.6, -2.1, -1.2], [1.7, 0.3, -0.4], [0.5, -0.8, -0.4], [-0.8, 1.5, 0.8], [0.6, -0.8, 0.2], [0.6, 0.0, 0.1], [-0.4, 0.9, 0.2], [-0.6, -1.8, 1.2], [0.5, 0.1, -1.5], [0.3, 0.2, -0.1], [0.0, 0.4, 0.2], [0.0, 0.0, 0.0], [0.2, -0.2, -0.5], [-0.4, -0.3, -0.4], [-0.4, 0.1, -0.1], [-0.5, 0.3, 0.1], [-0.1, 0.0, 0.0], [0.0, 0.0, -0.1], [-0.1, -0.1, 0.0], [0.4, 1.2, -0.3], [0.0, 0.1, -0.2], [-0.2, 0.3, 0.2], [0.3, -0.2, 0.4], [-0.3, 0.0, 0.1]], "mulliken_charge": [0.503, -0.600, 0.427, -0.506, 1.047, -0.363, 0.741, -0.596, -0.408, 0.139, 0.043, 0.116, -0.596, -0.585, -0.613, 0.593, -0.493, 0.725, -0.605, 0.459, -0.588, -0.539, -0.251, -0.458, 0.465, -0.245, 0.535, 0.307, -0.717, -0.886, -0.817, -0.087, -1.772, 0.775, -0.113, 0.252, 0.487, 0.298, -1.565, 0.508, -0.201, 0.383, 0.427, 0.334, -1.053, -0.163, 0.577, -1.221, 1.097, -0.389, 0.473, -1.417, 0.496, -0.234, -1.398, 0.440, 0.126, 0.242, 0.295, 0.293, 0.274, -0.099, 0.358, 0.390, 0.248, 0.304, 0.190, 0.285, 0.414, 0.232, -1.517, 0.200, -0.076, -1.031, 1.832, -0.336, 1.598, -1.794, 0.187, -0.520, -1.050, 0.407, 0.293, 0.315, 0.193, 0.223, -0.182, -0.554, 0.389, 0.375, 0.422, 0.385, 0.327, 0.422, 0.180, 0.165, -0.529, -0.441, -0.140, -1.231, 2.339, 0.203, -0.186, -1.308, -0.145, 0.489, -1.503, 0.484, 0.237, -0.272, 0.338, 0.322, 0.399, 0.158, 0.260, 0.477, 0.290, -0.051, 0.170, 0.411, 0.327, 0.329], "charge": -1, "energy_ev": -140253.2066, "lumo_energy_ev": 1.426, "orbital_gap_ev": 4.340, "e_above_lowest_kj_mol": 269.8, "spin_multiplicity": 1}